Record 1
C3H10N2O2 | ωB97M-V with the def2-TZVPD basis set

XYZ file:
```
17
Properties=species:S:1:pos:R:3:forces:R:3:mulliken_charge:R:1
O -0.935 1.624 -0.326 0.633 0.913 0.356 -0.75
C -1.994 1.004 -0.159 -1.364 -0.944 -1.287 0.08
O -2.139 -0.192 0.177 -0.075 -0.272 0.564 -0.71
H -2.956 1.471 -0.516 0.368 0.380 0.462 0.40
C 1.678 -0.380 -0.558 -0.653 -1.375 1.463 -0.52
N 1.168 0.416 -1.640 0.150 -0.979 -1.228 -0.61
C 0.645 -0.472 0.611 0.071 0.157 -0.429 -0.70
N 1.101 -1.495 1.615 3.655 -1.023 0.159 -0.29
H 2.559 0.021 -0.042 0.510 0.232 -0.631 0.26
H 1.903 -1.457 -0.810 -0.011 0.977 -0.226 0.29
H 0.392 0.952 -1.237 -0.249 0.212 -0.566 0.41
H 0.852 -0.148 -2.482 0.480 0.956 1.819 0.26
H -0.312 -0.849 0.258 -0.310 0.426 0.094 0.41
H 0.493 0.480 1.166 0.052 -0.708 -0.557 0.37
H 0.539 -1.536 2.433 -1.155 -0.003 0.731 0.36
H 1.175 -2.474 1.218 -0.243 1.413 0.384 0.36
H 2.089 -1.277 2.020 -1.859 -0.361 -1.107 0.38
```
Positions in Å, forces in eV/Å.

Spin multiplicity: 1
Energy relative to the best compared isomer or geometry (same formula, charge and spin), kJ/mol: 304.41
E, Eh: -380.220721
Lowest unoccupied orbital energy, eV: -0.756
Highest occupied orbital energy, Ha: -0.288


Record 2
C3H10N2O2 | ωB97M-V with the def2-TZVPD basis set

XYZ file:
```
17
Properties=species:S:1:pos:R:3:forces:R:3:mulliken_charge:R:1
C 1.444 -1.075 0.961 0.006 -0.658 -0.634 -0.60
N 0.491 -0.040 1.380 -2.207 -1.027 -1.490 -0.38
C -0.766 -0.072 0.638 1.650 -3.039 -1.117 0.61
O -1.105 -1.138 0.042 0.232 3.564 1.873 -0.62
C -1.503 1.268 0.598 -0.092 -0.760 1.749 -0.47
N -0.684 2.297 0.032 0.125 1.940 1.982 -0.51
H 1.762 -1.737 1.850 -0.461 0.950 -1.626 0.22
H 2.351 -0.583 0.444 -1.280 -0.888 0.966 0.28
H 0.791 -1.615 0.182 1.685 -0.124 1.195 0.13
H 0.881 0.840 1.206 0.467 1.896 0.324 0.34
H -2.515 1.095 0.275 -0.338 0.023 -0.963 0.33
H -1.655 1.473 1.679 0.269 0.278 -0.453 0.28
H -0.928 3.286 0.197 -0.236 -1.106 0.716 0.21
H -0.492 2.327 -0.911 0.238 -1.043 -2.590 0.16
O 1.555 -1.217 -2.947 -0.996 -0.447 1.790 -0.65
H 0.629 -1.124 -2.627 0.442 0.225 -0.885 0.33
H 1.869 -1.650 -2.124 0.496 0.217 -0.837 0.32
```
Positions in Å, forces in eV/Å.

Spin multiplicity: 1
Energy relative to the best compared isomer or geometry (same formula, charge and spin), kJ/mol: 191.86
E, Eh: -380.263588
Lowest unoccupied orbital energy, eV: 0.646
Highest occupied orbital energy, Ha: -0.367


Record 3
C3H10N2O2 | ωB97M-V with the def2-TZVPD basis set

XYZ file:
```
17
Properties=species:S:1:pos:R:3:forces:R:3:mulliken_charge:R:1
C -1.677 0.547 -0.173 0.206 -0.087 0.092 -1.58
C -0.251 0.168 0.175 0.779 -0.769 -1.467 1.12
N -0.130 -0.727 1.254 0.464 -0.719 0.432 -0.64
N 0.610 1.329 0.285 0.155 0.546 -0.285 -0.34
O 0.089 2.272 1.232 -0.062 -0.236 0.029 -0.44
H -2.140 1.032 0.685 0.003 0.006 0.010 0.39
H -2.254 -0.343 -0.420 -0.005 0.010 -0.065 0.43
H -1.687 1.235 -1.016 -0.027 -0.037 -0.030 0.35
H 0.270 -0.385 -0.797 -1.254 1.254 1.150 -0.40
H 0.744 -1.297 1.141 -0.869 0.633 0.354 0.36
H -0.895 -1.390 1.284 -0.028 0.061 0.030 0.24
H 1.501 1.038 0.686 -0.208 0.100 0.041 0.26
H -0.214 3.011 0.688 0.210 -0.201 -0.003 0.33
C 1.433 -1.549 -1.235 1.470 -1.566 0.450 -0.13
O 1.643 -2.095 -0.146 -0.141 0.433 -1.206 -0.53
H 2.127 -0.791 -1.633 -0.276 0.339 0.256 0.30
H 0.831 -2.054 -2.009 -0.418 0.234 0.211 0.27
```
Positions in Å, forces in eV/Å.

Spin multiplicity: 1
Energy relative to the best compared isomer or geometry (same formula, charge and spin), kJ/mol: 415.04
E, Eh: -380.178585
Lowest unoccupied orbital energy, eV: 0.467
Highest occupied orbital energy, Ha: -0.351


Record 4
C3H10N2O2 | ωB97M-V with the def2-TZVPD basis set

XYZ file:
```
17
Properties=species:S:1:pos:R:3:forces:R:3:mulliken_charge:R:1
N 2.065 1.019 -0.548 0.140 0.177 -0.224 -0.66
C 0.994 0.131 -0.980 -0.729 -0.466 0.772 0.04
C 0.902 -1.104 -0.007 1.855 0.238 -2.033 0.27
O 0.363 -2.131 -0.321 -0.664 0.254 0.556 -0.59
O 1.761 -1.005 1.006 -0.364 -0.049 0.636 -0.52
H 2.930 0.815 -1.038 -0.082 0.078 0.050 0.20
H 1.837 1.990 -0.717 0.040 -0.078 0.066 0.22
H 0.019 0.629 -0.927 0.199 0.013 -0.053 0.33
H 1.099 -0.254 -1.999 0.040 -0.100 0.203 0.26
H 2.163 -0.106 0.947 -0.212 -0.097 -0.095 0.41
C -1.859 0.137 1.190 1.101 -0.034 0.044 -0.60
N -2.075 0.017 -0.243 -0.381 -0.047 -0.298 -0.53
H -2.016 1.173 1.493 -0.052 -0.032 0.058 0.30
H -2.496 -0.517 1.798 0.282 0.033 0.067 0.30
H -0.767 -0.086 1.359 -1.221 0.118 0.309 0.16
H -3.038 0.231 -0.480 0.126 -0.101 -0.015 0.23
H -1.883 -0.938 -0.534 -0.078 0.095 -0.044 0.18
```
Positions in Å, forces in eV/Å.

Spin multiplicity: 1
Energy relative to the best compared isomer or geometry (same formula, charge and spin), kJ/mol: 100.81
E, Eh: -380.298269
Lowest unoccupied orbital energy, eV: 0.775
Highest occupied orbital energy, Ha: -0.345


Record 5
C3H10N2O2 | ωB97M-V with the def2-TZVPD basis set

XYZ file:
```
17
Properties=species:S:1:pos:R:3:forces:R:3:mulliken_charge:R:1
C 2.358 0.662 -0.026 0.064 -0.321 -0.010 -1.24
C 0.971 0.131 0.291 0.436 0.124 0.390 0.95
O 0.305 0.629 1.181 -0.079 -0.081 0.054 -0.68
N 0.630 -0.964 -0.436 -0.193 0.164 -0.044 -0.25
C -0.583 -1.783 -0.376 0.413 0.011 0.512 -0.53
N -1.575 -1.238 0.520 -0.314 0.118 -0.997 -0.47
H 2.384 1.255 -0.937 -0.129 0.090 -0.038 0.28
H 3.051 -0.169 -0.140 0.097 -0.087 -0.143 0.36
H 2.711 1.250 0.811 -0.122 0.243 0.069 0.34
H 1.299 -1.236 -1.133 -0.034 -0.067 -0.050 0.19
H -0.282 -2.779 -0.024 0.037 -0.090 -0.270 0.33
H -0.938 -1.866 -1.406 -0.220 -0.100 -0.006 0.27
H -1.214 -0.508 1.122 -0.107 -0.261 0.235 0.29
H -2.159 -1.961 0.902 0.144 0.255 0.390 0.20
O -1.502 2.037 -0.817 0.158 0.179 -0.331 -0.64
H -2.142 2.309 -0.156 -0.041 -0.121 0.080 0.30
H -1.932 1.351 -1.336 -0.108 -0.058 0.158 0.30
```
Positions in Å, forces in eV/Å.

Spin multiplicity: 1
Energy relative to the best compared isomer or geometry (same formula, charge and spin), kJ/mol: 105.19
E, Eh: -380.296601
Lowest unoccupied orbital energy, eV: 0.789
Highest occupied orbital energy, Ha: -0.320


Record 6
C3H10N2O2 | ωB97M-V with the def2-TZVPD basis set

XYZ file:
```
17
Properties=species:S:1:pos:R:3:forces:R:3:mulliken_charge:R:1
C -1.560 -0.808 0.710 0.343 0.751 -0.330 -0.80
N -0.328 -0.008 0.632 -0.956 -0.592 -0.002 -0.19
C -0.336 1.248 1.166 1.399 -1.053 -0.433 0.61
O -1.252 1.634 1.844 -0.704 0.623 0.307 -0.62
C 0.997 1.971 1.020 0.296 0.574 -0.995 -0.62
N 1.600 2.140 -0.298 0.061 0.118 -0.251 -0.48
H -1.282 -1.781 0.326 -0.469 -0.253 -0.001 0.34
H -1.984 -0.851 1.709 0.473 -0.158 0.247 0.26
H -2.340 -0.311 0.128 -0.019 -0.335 -0.312 0.26
H 0.342 -0.346 -0.048 -0.024 0.598 0.371 0.23
H 1.739 1.389 1.560 -0.110 0.177 0.628 0.29
H 0.873 2.978 1.413 0.078 -0.175 0.455 0.34
H 1.906 1.315 -0.788 -0.133 -0.044 0.081 0.18
H 1.202 2.822 -0.927 -0.229 -0.246 0.237 0.19
O 0.208 -4.132 -2.561 -0.068 1.100 -0.706 -0.64
H 0.818 -3.450 -2.898 0.109 -0.579 0.385 0.32
H -0.604 -3.809 -2.986 -0.045 -0.506 0.320 0.32
```
Positions in Å, forces in eV/Å.

Spin multiplicity: 1
Energy relative to the best compared isomer or geometry (same formula, charge and spin), kJ/mol: 119.90
E, Eh: -380.290997
Lowest unoccupied orbital energy, eV: 0.312
Highest occupied orbital energy, Ha: -0.332


Record 7
C3H10N2O2 | ωB97M-V with the def2-TZVPD basis set

XYZ file:
```
17
Properties=species:S:1:pos:R:3:forces:R:3:mulliken_charge:R:1
C -1.207 -1.334 -0.325 -0.200 0.061 0.165 -1.44
C -0.547 -0.104 -0.931 1.832 -1.608 -1.684 0.27
N 0.684 -0.651 -1.806 -1.814 0.716 1.292 -0.75
C -0.150 0.984 0.050 2.267 -0.145 1.124 0.07
O -0.947 1.049 1.215 0.438 0.135 -0.895 -0.53
O 1.364 0.768 0.389 -1.900 0.932 -0.483 -0.28
N 1.655 0.129 1.636 -0.633 -0.317 0.047 -0.49
H -0.575 -1.797 0.438 0.010 0.073 -0.041 0.34
H -2.165 -1.075 0.139 0.192 -0.018 -0.005 0.33
H -1.404 -2.080 -1.102 0.130 0.233 0.070 0.41
H -1.221 0.331 -1.674 0.020 0.042 0.118 0.34
H 1.270 -1.218 -1.185 -0.337 0.330 -0.031 0.30
H 1.297 0.110 -2.098 -0.322 0.030 0.191 0.26
H -0.132 1.960 -0.441 0.185 -0.149 0.028 0.31
H -1.048 1.988 1.438 0.087 -0.427 0.066 0.34
H 2.339 0.744 2.075 -0.280 0.075 -0.037 0.25
H 0.789 0.196 2.181 0.325 0.037 0.077 0.27
```
Positions in Å, forces in eV/Å.

Spin multiplicity: 1
Energy relative to the best compared isomer or geometry (same formula, charge and spin), kJ/mol: 358.56
E, Eh: -380.200096
Lowest unoccupied orbital energy, eV: 0.456
Highest occupied orbital energy, Ha: -0.317


Record 8
C3H10N2O2 | ωB97M-V with the def2-TZVPD basis set

XYZ file:
```
17
Properties=species:S:1:pos:R:3:forces:R:3:mulliken_charge:R:1
C 0.325 0.009 0.412 -1.186 -0.145 1.178 1.30
C -1.414 -0.356 -1.317 0.012 -0.138 0.015 -0.84
C 1.060 0.968 1.297 -0.115 0.015 -0.036 -1.69
N -0.593 0.518 -0.481 1.505 0.169 -1.232 -0.20
N 0.739 -1.277 0.394 -0.034 0.108 -0.125 -0.34
O -1.439 0.143 1.277 0.762 -0.365 -0.117 -0.69
O 1.006 0.568 -1.527 -0.955 0.232 0.215 -0.70
H -1.719 -0.784 1.236 0.047 0.119 0.064 0.30
H 1.011 1.527 -1.653 0.016 -0.142 -0.040 0.28
H 0.669 -1.763 -0.487 -0.053 0.014 0.072 0.21
H 1.565 -1.493 0.928 -0.057 0.070 -0.059 0.25
H -1.306 -1.430 -1.132 0.079 0.096 0.078 0.31
H -1.156 -0.155 -2.354 -0.001 0.067 0.088 0.29
H -2.452 -0.080 -1.137 0.073 0.037 0.017 0.35
H 1.081 0.585 2.318 -0.025 -0.030 -0.078 0.39
H 2.080 1.097 0.930 -0.071 -0.044 -0.028 0.41
H 0.543 1.923 1.297 0.002 -0.061 -0.010 0.35
```
Positions in Å, forces in eV/Å.

Spin multiplicity: 1
Energy relative to the best compared isomer or geometry (same formula, charge and spin), kJ/mol: 548.17
E, Eh: -380.127879
Lowest unoccupied orbital energy (alpha / beta), eV: 0.500 / 0.501
Highest occupied orbital energy (alpha / beta), Ha: -0.326 / -0.326


Record 9
C3H10N2O2S | ωB97M-V with the def2-TZVPD basis set

XYZ file:
```
18
Properties=species:S:1:pos:R:3:forces:R:3:mulliken_charge:R:1
N 1.550 -2.793 -0.530 -0.699 0.204 -0.141 -0.41
C 0.358 -2.535 0.254 -1.467 -4.377 -1.121 1.43
O -0.803 -2.702 -0.587 0.501 0.603 0.486 -0.44
O 0.270 -3.112 1.350 0.167 1.004 0.488 -0.56
H 2.102 -3.559 -0.161 0.015 0.328 0.382 0.28
H 1.939 -1.898 -0.440 2.124 0.726 -0.523 0.12
H -1.258 -3.402 -0.100 -0.409 0.196 -0.044 0.31
C -0.236 2.282 0.438 1.139 -0.067 0.211 -0.45
C -0.265 1.275 -0.709 -0.539 0.395 0.179 -0.58
S 1.251 0.329 -0.760 -1.265 -1.745 0.982 -0.15
N -1.388 3.141 0.481 -0.409 -0.494 -0.128 -0.54
H -0.122 1.717 1.367 -0.475 -0.042 0.050 0.33
H 0.744 2.786 0.387 -0.183 0.325 -0.211 0.31
H -1.149 0.639 -0.608 0.200 -0.258 -0.073 0.36
H -0.391 1.754 -1.685 0.161 0.102 0.007 0.40
H 0.368 -1.311 0.301 0.947 2.790 -0.580 -0.82
H -1.478 3.664 1.335 0.079 0.141 -0.045 0.22
H -1.495 3.724 -0.334 0.113 0.170 0.082 0.19
```
Positions in Å, forces in eV/Å.

Spin multiplicity: 1
Energy relative to the best compared isomer or geometry (same formula, charge and spin), kJ/mol: 547.19
E, Eh: -778.317227
Lowest unoccupied orbital energy, eV: -3.385
Highest occupied orbital energy, Ha: -0.350


Record 10
C3H10N2O2S | ωB97M-V with the def2-TZVPD basis set

XYZ file:
```
18
Properties=species:S:1:pos:R:3:forces:R:3:mulliken_charge:R:1
N 1.001 0.522 -2.026 -3.736 1.180 1.040 -0.41
C 0.148 0.737 -0.912 3.163 -1.384 -3.658 0.08
O -0.875 1.281 -1.211 -1.122 1.041 1.549 -0.64
C 0.719 0.123 0.327 0.796 1.126 4.256 0.23
N 0.216 0.941 1.527 -1.888 -9.741 0.754 -0.54
C 0.402 -1.413 0.404 -2.488 2.187 -1.001 -0.67
S 0.886 -2.221 1.862 1.372 0.538 1.866 -0.28
H 1.892 0.219 -1.988 3.465 -1.067 0.496 0.19
H 0.775 1.192 -2.721 -0.019 0.138 -0.926 0.25
H 1.973 0.144 0.475 -3.390 0.254 -1.111 0.34
H 0.253 1.842 1.493 0.237 6.630 -0.705 0.17
H -0.717 0.555 1.946 2.392 1.144 -1.350 0.27
H 0.769 -1.658 -0.538 1.923 -1.535 -1.265 0.52
H -0.648 -1.722 0.176 0.161 1.117 0.713 0.34
H 1.299 -1.060 2.558 -0.492 -1.284 -0.841 0.18
O -2.828 -0.116 -0.216 -0.475 0.011 0.924 -0.63
H -2.735 -0.145 -1.162 0.080 0.022 -0.528 0.31
H -2.530 0.780 0.004 0.019 -0.378 -0.213 0.30
```
Positions in Å, forces in eV/Å.

Spin multiplicity: 1
Energy relative to the best compared isomer or geometry (same formula, charge and spin), kJ/mol: 268.78
E, Eh: -778.423268
Lowest unoccupied orbital energy, eV: 0.683
Highest occupied orbital energy, Ha: -0.333


Question: Among the records above, which one has the lowest E?
Answer: number 10